No. 1
Computed, not measured: a cluster of 2 separate species, C29H24Cl2N4O2 in total at a distorted geometry, with ωB97M-V/def2-TZVPD.

E_tot: -65558.0457 eV
energy relative to the best compared isomer or geometry (same formula, charge and spin): 27.58 kcal/mol
lowest unoccupied orbital energy: -0.0967 hartree
gap between HOMO and LUMO: 0.112 Ha

Geometry (Å):
N -1.466 -2.502 1.885
C -1.898 -1.813 1.033
C -2.388 -1.096 -0.086
C -2.779 -1.866 -1.165
C -2.450 -3.244 -1.214
N -2.224 -4.392 -1.257
C -3.451 -1.271 -2.330
O -3.356 -1.783 -3.450
C -4.155 0.007 -2.076
Cl -5.240 0.516 -3.284
C -3.889 0.736 -0.951
Cl -4.639 2.240 -0.667
C -2.880 0.289 0.052
O -2.462 1.041 0.943
C 0.572 -4.008 -4.852
C 0.722 -3.195 -3.604
C -0.105 -2.091 -3.397
C 0.189 -1.146 -2.405
C -0.400 0.228 -2.450
C 1.114 -1.485 -1.405
N 1.428 -0.542 -0.376
C 0.594 0.172 0.420
N 1.344 1.006 1.188
C 0.855 1.937 2.127
C -0.259 1.556 2.956
C -0.740 0.261 3.019
C -0.785 2.533 3.864
C -0.120 3.725 4.091
C -0.587 4.683 5.154
C 1.027 4.015 3.336
C 1.486 3.171 2.310
C 2.653 3.658 1.503
C 2.694 0.811 0.829
C 2.733 -0.085 -0.151
C 1.887 -2.651 -1.521
C 2.920 -3.046 -0.518
C 1.699 -3.475 -2.639
H 1.131 -4.940 -4.769
H -0.482 -4.235 -5.039
H 0.948 -3.464 -5.728
H -0.964 -1.934 -4.057
H -0.917 0.455 -1.510
H 0.365 0.998 -2.630
H -1.130 0.286 -3.265
H -1.675 0.097 3.539
H -0.466 0.014 0.587
H -0.111 -0.591 2.771
H -1.688 2.277 4.421
H -0.024 5.616 5.083
H -1.653 4.908 5.047
H -0.441 4.284 6.166
H 1.566 4.943 3.543
H 2.643 4.756 1.506
H 3.622 3.368 1.937
H 2.638 3.338 0.458
H 3.510 1.306 1.334
H 3.559 -0.462 -0.728
H 3.148 -4.106 -0.685
H 3.870 -2.510 -0.642
H 2.578 -2.936 0.516
H 2.328 -4.361 -2.765

No. 2
Computed, not measured: a structure of composition C29H24Cl5O4PSe2Zn, with ωB97M-V/def2-TZVPD.

E_tot: -289669.0141 eV
total charge: -2
lowest unoccupied orbital energy: 0.1534 hartree
gap between HOMO and LUMO: 0.213 Ha

Geometry (Å):
Zn -0.279 -1.493 -0.598
Cl -2.410 1.731 -1.419
C -1.710 3.142 -0.708
C -2.140 4.398 -1.118
C -1.643 5.530 -0.495
C -0.715 5.402 0.526
C -0.274 4.146 0.910
C -0.759 2.987 0.308
P -0.244 1.259 0.829
C -1.178 1.247 2.409
C -0.739 0.475 3.485
C -1.508 0.357 4.632
C -2.739 0.991 4.718
C -3.197 1.743 3.646
C -2.427 1.864 2.500
C 1.470 1.686 1.328
C 1.839 2.233 2.554
C 3.164 2.556 2.810
C 4.139 2.327 1.851
C 3.780 1.782 0.626
C 2.455 1.468 0.368
H -2.868 4.480 -1.914
H -1.988 6.510 -0.803
H -0.333 6.281 1.033
H 0.449 4.056 1.709
H 0.202 -0.045 3.404
H -1.155 -0.256 5.453
H -3.345 0.895 5.612
H -4.163 2.232 3.698
H -2.811 2.432 1.662
H 1.095 2.387 3.327
H 3.440 2.988 3.766
H 5.174 2.573 2.057
H 4.532 1.589 -0.130
H 2.182 1.029 -0.584
O 1.154 -2.272 -5.386
C 0.258 -2.905 -4.472
C -0.984 -2.059 -4.129
C -1.884 -1.986 -5.379
O -1.264 -1.388 -6.512
C -0.592 -0.623 -3.771
Se 0.946 -0.449 -2.551
C -1.733 -2.811 -3.010
Se -2.601 -1.750 -1.583
H 1.545 -1.535 -4.886
H 0.785 -3.153 -3.547
H -0.059 -3.840 -4.945
H -2.784 -1.404 -5.156
H -2.199 -3.009 -5.642
H -0.331 -1.649 -6.482
H -1.438 -0.140 -3.290
H -0.340 -0.063 -4.671
H -1.055 -3.472 -2.471
H -2.527 -3.426 -3.441
Cl 2.461 -6.577 2.947
C 2.013 -4.995 2.396
C 2.437 -3.875 3.083
Cl 3.439 -4.046 4.490
C 2.032 -2.599 2.650
Cl 2.653 -1.201 3.483
C 1.185 -2.416 1.562
O 0.715 -1.261 1.150
C 0.812 -3.584 0.793
O 0.131 -3.421 -0.288
C 1.221 -4.838 1.252
Cl 0.711 -6.232 0.352

No. 3
Computed, not measured: a structure of composition C29H24MnN2O5S2Te at a distorted geometry, with ωB97M-V/def2-TZVPD.

E_tot: -103958.8427 eV
energy relative to the best compared isomer or geometry (same formula, charge and spin): 2.12 kcal/mol
lowest unoccupied orbital energy (alpha / beta): 0.0047 / 0.0048 hartree
spin multiplicity: 2
gap between HOMO and LUMO (alpha / beta): 0.278 / 0.269 Ha

Geometry (Å):
Mn -1.524 1.077 -1.119
O 0.400 1.021 -1.404
N 1.126 2.137 -1.326
C 2.460 1.982 -1.496
C 3.305 3.050 -1.429
C 2.756 4.316 -1.174
C 1.404 4.449 -1.022
C 0.535 3.339 -1.115
S -1.158 3.400 -0.989
H 2.753 0.961 -1.683
H 4.363 2.898 -1.575
H 3.397 5.185 -1.103
H 0.950 5.411 -0.830
O -2.279 1.212 -3.072
N -3.422 1.585 -2.629
O -4.349 1.851 -3.346
O -3.478 1.643 -1.356
O -1.791 1.035 0.941
S -1.107 1.952 1.938
C -1.462 1.177 3.501
C -1.776 -0.173 3.567
C -2.052 -0.731 4.805
C -2.017 0.054 5.952
C -1.714 1.404 5.868
C -1.443 1.976 4.632
C 0.637 1.602 1.871
C 1.506 2.595 2.295
C 2.872 2.351 2.275
C 3.348 1.126 1.825
C 2.463 0.147 1.389
C 1.097 0.383 1.405
H -1.822 -0.758 2.658
H -2.303 -1.782 4.875
H -2.240 -0.388 6.914
H -1.706 2.019 6.758
H -1.222 3.034 4.550
H 1.123 3.553 2.627
H 3.561 3.118 2.600
H 4.414 0.939 1.802
H 2.839 -0.803 1.030
H 0.392 -0.356 1.053
Te -2.223 -1.482 -1.902
C -1.615 -3.181 -0.829
C -2.196 -4.407 -1.139
C -1.794 -5.556 -0.468
C -0.818 -5.483 0.514
C -0.246 -4.260 0.836
C -0.649 -3.111 0.170
C -0.641 -1.565 -3.294
C 0.673 -1.682 -2.865
C 1.701 -1.745 -3.795
C 1.419 -1.668 -5.153
C 0.106 -1.534 -5.578
C -0.928 -1.491 -4.651
H -2.955 -4.472 -1.909
H -2.246 -6.508 -0.714
H -0.504 -6.380 1.033
H 0.509 -4.198 1.610
H -0.213 -2.157 0.434
H 0.906 -1.711 -1.809
H 2.725 -1.843 -3.457
H 2.222 -1.710 -5.877
H -0.121 -1.467 -6.635
H -1.951 -1.380 -4.987

No. 4
Computed, not measured: a structure of composition C29H24N3O2PtTe, with ωB97M-V/def2-TZVPD.

E_tot: -49542.2479 eV
total charge: +3
energy relative to the best compared isomer or geometry (same formula, charge and spin): 0.00 kcal/mol
lowest unoccupied orbital energy: -0.3962 hartree
gap between HOMO and LUMO: 0.243 Ha

Geometry (Å):
Pt -0.897 -0.878 -0.500
C 2.156 -3.914 -0.815
O 0.812 -4.522 -0.669
C -0.021 -3.540 -0.507
N 0.480 -2.352 -0.386
C 1.944 -2.459 -0.333
C 2.649 -1.326 -1.041
C 2.023 -0.533 -2.036
C 2.707 0.572 -2.599
C 3.983 0.899 -2.168
C 4.595 0.099 -1.217
C 3.930 -1.000 -0.656
C -1.499 -3.695 -0.431
C -2.280 -4.829 -0.305
C -3.658 -4.651 -0.162
C -4.233 -3.380 -0.158
C -3.388 -2.296 -0.316
N -2.075 -2.490 -0.441
C -3.690 -0.841 -0.410
N -2.720 -0.017 -0.648
C -3.261 1.337 -0.831
C -4.769 1.108 -0.526
O -4.885 -0.353 -0.309
C -2.531 2.391 -0.030
C -2.731 3.721 -0.384
C -2.095 4.738 0.313
C -1.225 4.440 1.358
C -1.014 3.122 1.717
C -1.664 2.090 1.029
H 2.435 -3.997 -1.864
H 2.830 -4.490 -0.191
H 2.223 -2.382 0.721
H 1.114 -0.880 -2.515
H 2.239 1.128 -3.404
H 4.508 1.741 -2.598
H 5.604 0.323 -0.896
H 4.432 -1.579 0.110
H -1.836 -5.815 -0.310
H -4.294 -5.520 -0.052
H -5.300 -3.242 -0.042
H -3.136 1.604 -1.883
H -5.412 1.331 -1.371
H -5.127 1.608 0.370
H -3.387 3.972 -1.210
H -2.275 5.769 0.037
H -0.736 5.239 1.900
H -0.372 2.879 2.555
H -1.601 1.081 1.422
Te 0.583 1.183 -0.719
C 1.810 1.381 0.910
C 2.495 2.604 0.946
C 3.350 2.864 2.003
C 3.527 1.910 3.000
C 2.846 0.694 2.956
C 1.983 0.423 1.912
H 2.365 3.342 0.162
H 3.883 3.804 2.048
H 4.199 2.116 3.822
H 2.985 -0.032 3.746
H 1.421 -0.502 1.896

No. 5
Computed, not measured: a structure of composition C29H24N5O5S2Ta at a distorted geometry, with ωB97M-V/def2-TZVPD.

E_tot: -71360.3393 eV
total charge: +2
energy relative to the best compared isomer or geometry (same formula, charge and spin): 64.38 kcal/mol
lowest unoccupied orbital energy (alpha / beta): -0.3012 / -0.3169 hartree
gap between HOMO and LUMO (alpha / beta): 0.174 / 0.149 Ha

Geometry (Å):
Ta 0.370 0.623 -1.001
O 4.336 -2.402 1.469
C 3.562 -3.275 0.801
C 3.766 -4.628 1.068
C 2.984 -5.577 0.443
C 1.982 -5.207 -0.456
C 1.772 -3.874 -0.724
C 2.552 -2.887 -0.105
C 2.270 -1.478 -0.337
O 1.183 -1.180 -1.044
N 2.969 -0.514 0.170
N 2.376 0.708 -0.147
C 3.192 1.719 -0.051
C 2.954 3.017 -0.586
C 3.865 4.062 -0.343
C 3.710 5.273 -0.975
C 2.666 5.459 -1.882
C 1.759 4.448 -2.158
C 1.908 3.238 -1.500
O 1.040 2.228 -1.743
H 4.161 -1.492 1.165
H 4.551 -4.907 1.756
H 3.159 -6.625 0.649
H 1.384 -5.961 -0.946
H 1.006 -3.571 -1.424
H 4.165 1.520 0.389
H 4.690 3.902 0.339
H 4.405 6.078 -0.786
H 2.565 6.409 -2.389
H 0.959 4.588 -2.870
O -3.388 -0.382 -3.289
C -4.114 -0.881 -2.290
C -5.464 -1.134 -2.546
C -6.254 -1.676 -1.562
C -5.738 -1.987 -0.288
C -4.427 -1.736 -0.018
C -3.579 -1.161 -1.003
C -2.230 -0.857 -0.678
O -1.413 -0.301 -1.516
N -1.766 -1.140 0.572
N -0.641 -0.483 0.853
C -0.044 -0.994 1.953
S 1.142 -0.080 2.771
C 1.263 -1.225 4.185
C 0.979 -2.618 3.664
S -0.464 -2.527 2.557
H -2.460 -0.315 -3.013
H -5.852 -0.911 -3.530
H -7.295 -1.879 -1.775
H -6.381 -2.426 0.460
H -4.006 -1.969 0.949
H 0.534 -0.908 4.930
H 2.267 -1.146 4.597
H 0.743 -3.307 4.473
H 1.810 -3.015 3.079
C -3.118 4.042 0.235
C -2.908 3.654 -1.082
C -1.962 2.686 -1.347
N -1.243 2.096 -0.378
C -1.448 2.477 0.891
C -2.372 3.444 1.237
H -3.851 4.802 0.472
H -3.465 4.093 -1.897
H -1.772 2.373 -2.366
H -0.851 1.981 1.646
H -2.498 3.716 2.275

No. 6
Computed, not measured: a structure of composition C29H24N8O4PS5Sc, with ωB97M-V/def2-TZVPD.

E_tot: -134742.3743 eV
energy relative to the best compared isomer or geometry (same formula, charge and spin): 17.41 kcal/mol
lowest unoccupied orbital energy: -0.0300 hartree
gap between HOMO and LUMO: 0.251 Ha

Geometry (Å):
Sc 0.391 0.877 -0.871
N 2.938 0.589 -1.801
N 3.587 1.813 -2.005
C 2.946 2.924 -1.638
N 3.573 4.091 -1.599
N 1.659 2.717 -1.353
N 0.896 3.634 -0.757
O -0.113 3.111 -0.261
O 1.148 4.822 -0.707
H 3.385 0.076 -1.042
H 2.961 0.016 -2.637
H 4.586 1.834 -2.143
H 4.571 4.140 -1.701
H 3.049 4.910 -1.332
O 3.921 1.684 1.285
C 2.847 1.310 1.698
N 1.775 0.939 0.900
C 0.714 0.687 1.681
O -0.387 0.427 1.135
C 1.064 0.798 3.115
C 0.342 0.605 4.272
C 1.018 0.799 5.476
C 2.355 1.177 5.496
C 3.072 1.379 4.317
C 2.401 1.180 3.132
H -0.701 0.317 4.247
H 0.494 0.657 6.412
H 2.846 1.317 6.451
H 4.112 1.677 4.324
S -5.009 0.505 0.748
C -4.018 1.124 -0.410
S -2.766 0.204 -1.239
C -2.250 1.653 -2.078
N -2.959 2.689 -1.812
N -3.965 2.381 -0.922
C -4.787 3.475 -0.509
C -6.166 3.341 -0.462
C -6.935 4.425 -0.072
C -6.333 5.631 0.259
C -4.952 5.754 0.198
C -4.172 4.675 -0.186
S -0.798 1.613 -3.027
H -6.623 2.397 -0.721
H -8.012 4.327 -0.032
H -6.939 6.475 0.562
H -4.478 6.694 0.451
H -3.095 4.755 -0.248
S 3.555 -2.444 -0.972
P 1.647 -2.886 -1.243
S 0.498 -1.374 -2.034
C 0.929 -3.590 0.270
C 1.157 -4.931 0.564
C 0.702 -5.465 1.760
C 0.017 -4.665 2.666
C -0.214 -3.329 2.374
C 0.244 -2.796 1.178
C 1.402 -4.222 -2.450
C 0.112 -4.696 -2.685
C -0.092 -5.720 -3.594
C 0.988 -6.272 -4.273
C 2.270 -5.798 -4.043
C 2.480 -4.772 -3.130
H 1.693 -5.561 -0.137
H 0.881 -6.509 1.982
H -0.343 -5.088 3.596
H -0.759 -2.702 3.069
H 0.046 -1.766 0.931
H -0.728 -4.257 -2.161
H -1.094 -6.087 -3.776
H 0.827 -7.073 -4.984
H 3.112 -6.226 -4.573
H 3.476 -4.394 -2.935

Q: The lowest E_tot belongs to which entry?
A: C29H24Cl5O4PSe2Zn

Q: Which of these has the highest E_tot?
A: C29H24N3O2PtTe

Q: What is the E_tot in the third record?
A: -103958.8427 eV

Please write out number 6 again, unchanged.
Computed, not measured: a structure of composition C29H24N8O4PS5Sc, with ωB97M-V/def2-TZVPD.

E_tot: -134742.3743 eV
energy relative to the best compared isomer or geometry (same formula, charge and spin): 17.41 kcal/mol
lowest unoccupied orbital energy: -0.0300 hartree
gap between HOMO and LUMO: 0.251 Ha

Geometry (Å):
Sc 0.391 0.877 -0.871
N 2.938 0.589 -1.801
N 3.587 1.813 -2.005
C 2.946 2.924 -1.638
N 3.573 4.091 -1.599
N 1.659 2.717 -1.353
N 0.896 3.634 -0.757
O -0.113 3.111 -0.261
O 1.148 4.822 -0.707
H 3.385 0.076 -1.042
H 2.961 0.016 -2.637
H 4.586 1.834 -2.143
H 4.571 4.140 -1.701
H 3.049 4.910 -1.332
O 3.921 1.684 1.285
C 2.847 1.310 1.698
N 1.775 0.939 0.900
C 0.714 0.687 1.681
O -0.387 0.427 1.135
C 1.064 0.798 3.115
C 0.342 0.605 4.272
C 1.018 0.799 5.476
C 2.355 1.177 5.496
C 3.072 1.379 4.317
C 2.401 1.180 3.132
H -0.701 0.317 4.247
H 0.494 0.657 6.412
H 2.846 1.317 6.451
H 4.112 1.677 4.324
S -5.009 0.505 0.748
C -4.018 1.124 -0.410
S -2.766 0.204 -1.239
C -2.250 1.653 -2.078
N -2.959 2.689 -1.812
N -3.965 2.381 -0.922
C -4.787 3.475 -0.509
C -6.166 3.341 -0.462
C -6.935 4.425 -0.072
C -6.333 5.631 0.259
C -4.952 5.754 0.198
C -4.172 4.675 -0.186
S -0.798 1.613 -3.027
H -6.623 2.397 -0.721
H -8.012 4.327 -0.032
H -6.939 6.475 0.562
H -4.478 6.694 0.451
H -3.095 4.755 -0.248
S 3.555 -2.444 -0.972
P 1.647 -2.886 -1.243
S 0.498 -1.374 -2.034
C 0.929 -3.590 0.270
C 1.157 -4.931 0.564
C 0.702 -5.465 1.760
C 0.017 -4.665 2.666
C -0.214 -3.329 2.374
C 0.244 -2.796 1.178
C 1.402 -4.222 -2.450
C 0.112 -4.696 -2.685
C -0.092 -5.720 -3.594
C 0.988 -6.272 -4.273
C 2.270 -5.798 -4.043
C 2.480 -4.772 -3.130
H 1.693 -5.561 -0.137
H 0.881 -6.509 1.982
H -0.343 -5.088 3.596
H -0.759 -2.702 3.069
H 0.046 -1.766 0.931
H -0.728 -4.257 -2.161
H -1.094 -6.087 -3.776
H 0.827 -7.073 -4.984
H 3.112 -6.226 -4.573
H 3.476 -4.394 -2.935